No. 1
The following is a quantum chemistry calculation of a cluster of 8 separate species, H18NO7 in total at a distorted geometry, from OMol25.

XYZ file:
```
26
Properties=species:S:1:pos:R:3:forces:R:3
N -1.070462 0.218192 0.408269 -0.7444 3.1285 -5.6112
H -1.228462 0.417192 1.296269 -1.1345 -0.0951 5.5282
H -0.557462 1.037192 0.083269 0.4274 0.2526 -0.2029
H -1.859462 0.157192 -0.227731 -0.9912 0.4132 0.3042
H -0.561462 -0.517808 0.111269 2.9350 -3.7039 0.0073
O 0.921538 -2.870808 1.084269 -4.2810 1.0377 -2.2304
H 0.586538 -3.755808 1.015269 0.0753 -0.6321 0.1841
H 1.727538 -2.869808 1.466269 4.0947 -0.2910 1.9305
O 1.311538 1.343192 2.157269 2.2473 0.1631 -3.6522
H 1.379538 0.815192 2.906269 0.0006 -1.3590 2.4335
H 2.162538 1.026192 1.617269 -2.6054 1.0907 0.9376
O 0.982538 2.579192 -1.369731 0.8775 0.1402 0.8640
H 1.557538 3.373192 -1.306731 -0.9400 -0.5212 -0.3226
H 0.261538 2.693192 -1.976731 -0.2371 0.5656 -0.6237
O 0.048538 -0.968808 -2.168731 -2.7541 4.0443 2.1732
H 0.662538 -0.732808 -2.789731 2.6529 0.5296 -2.3588
H 0.019538 -1.851808 -2.043731 0.2289 -4.5669 0.3315
O -2.563462 0.325192 -2.698731 2.3736 -0.7712 0.4520
H -1.557462 0.226192 -2.860731 -2.4279 0.0278 0.2628
H -2.795462 -0.571808 -2.381731 -0.0164 0.5946 -0.5364
O 2.703538 0.738192 -0.271731 -0.3728 4.8965 -2.4594
H 1.892538 1.370192 -0.789731 3.0973 -2.5553 1.9969
H 3.504538 1.419192 -0.432731 -2.4564 -2.5337 0.6179
O -2.228462 -1.403808 2.945269 6.9801 1.9528 1.9929
H -2.262462 -0.641808 3.541269 -0.0689 -0.4148 0.0111
H -3.037462 -1.553808 2.686269 -6.9604 -1.3931 -2.0302
```
Positions in Å, forces in eV/Å.

Values from the calculation:
Charge: +1
Max |F|, Eh/bohr: 0.1462
HOMO energy, eV: -14.1
Energy above the lowest of the compared OMol25 structures with the same formula, charge and spin, eV: 4.430
Multiplicity: 1

***

No. 2
The following is a quantum chemistry calculation of the molecule C20H22N4O3S at a distorted geometry, from OMol25.

XYZ file:
```
50
Properties=species:S:1:pos:R:3:forces:R:3
C -4.725077 -2.803376 3.419057 -0.1601 -0.0731 0.0698
O -3.516231 -2.263144 2.943215 0.2434 0.1359 -0.1406
C -3.557302 -1.434584 1.860967 0.0422 0.0938 -0.0955
C -2.328751 -0.932160 1.429450 -0.1558 -0.0900 0.0757
C -2.255071 -0.081411 0.348689 -0.1859 -0.0977 0.1390
C -3.407696 0.281305 -0.342514 0.0154 -0.5264 0.6934
N -3.320676 1.156911 -1.426184 0.4998 0.2871 -0.9251
S -2.063157 1.048910 -2.543656 -0.5357 -0.0043 0.0744
O -2.581777 1.658850 -3.730660 -0.0546 0.2778 0.1302
O -1.558085 -0.291340 -2.609282 0.1488 0.2282 0.2901
C -0.816855 2.103967 -1.819333 -0.3306 -0.4093 -0.1905
C -1.095395 3.437082 -1.597952 0.0173 0.1605 -0.0158
C -0.109039 4.241554 -1.045688 -0.1464 -0.0534 -0.0972
C 1.116922 3.701964 -0.700720 0.0677 -0.2201 0.0036
C 1.383470 2.347536 -0.908090 -0.4722 0.1768 -0.1386
C 2.688132 1.817131 -0.551877 0.4422 -0.2127 0.1216
N 3.817093 2.459624 -0.721849 -0.9154 0.6786 -0.4023
N 4.818468 1.660172 -0.342628 0.8989 -0.5281 0.3291
C 4.304854 0.535807 0.074461 -0.1168 -0.0020 0.1050
N 2.944601 0.574824 -0.029527 0.4539 0.6181 -0.1961
C 2.051068 -0.454230 0.428443 -0.3620 -0.4802 0.0004
C 2.191242 -1.732994 -0.399460 0.0118 -0.0495 0.2851
C 3.418980 -2.559532 -0.015037 0.0280 0.0965 -0.3173
C 4.761222 -1.888799 -0.313490 -0.0072 -0.1506 0.2636
C 5.050432 -0.652745 0.548799 0.0332 -0.1204 -0.1753
C 0.405086 1.550671 -1.500354 0.1504 0.0284 0.0159
C -4.630038 -0.219253 0.085344 0.2900 0.2561 -0.2651
C -4.710359 -1.063556 1.179944 0.0369 -0.2115 0.3038
H -5.414688 -2.019045 3.747762 0.0161 -0.0265 -0.0241
H -5.214238 -3.424385 2.661755 0.0069 0.0316 0.0181
H -4.454513 -3.423748 4.272035 -0.0766 0.0321 -0.0558
H -1.440616 -1.224449 1.967053 0.1236 -0.0275 0.0693
H -1.305006 0.307198 0.023333 0.1404 -0.0136 0.1034
H -4.196528 1.360958 -1.882959 0.0241 0.0915 -0.2393
H -2.061736 3.826801 -1.873260 -0.1168 0.1419 0.0154
H -0.299143 5.291087 -0.881726 -0.0286 0.0810 0.0149
H 1.893379 4.316846 -0.273395 0.0613 0.0643 0.0644
H 1.030432 -0.071227 0.379031 0.1443 -0.0022 0.0748
H 2.281681 -0.670654 1.478752 -0.1201 0.0558 -0.0780
H 1.296490 -2.338803 -0.246166 -0.0411 0.0017 -0.0348
H 2.237505 -1.473144 -1.459400 -0.0831 0.0216 -0.0383
H 3.379083 -3.502388 -0.564792 -0.0136 -0.0398 0.0750
H 3.367820 -2.800694 1.050258 -0.0092 -0.0683 0.0416
H 4.807000 -1.607205 -1.367584 0.0654 -0.0258 -0.0444
H 5.551396 -2.620501 -0.133624 0.0157 0.0060 -0.0619
H 6.110633 -0.404211 0.500726 -0.0660 0.0574 0.0717
H 4.794491 -0.863213 1.591784 0.0837 -0.0248 0.0482
H 0.572580 0.514776 -1.751575 0.1135 -0.1289 0.0534
H -5.533172 0.055638 -0.440102 -0.1103 0.0106 -0.0661
H -5.678912 -1.428823 1.482027 -0.0672 -0.0464 0.0515
```
Positions in Å, forces in eV/Å.

Values from the calculation:
Max |F|, Eh/bohr: 0.0235
HOMO energy, eV: -8.3
Structure (SMILES): COc1ccc(NS(=O)(=O)c2cccc(-c3nnc4n3CCCCC4)c2)cc1
Energy above the lowest of the compared OMol25 structures with the same formula, charge and spin, eV: 3.698
Multiplicity: 1